[1]
Molecular formula: C3H2N2O
Method: DFT, the ωB97M-V functional and the def2-TZVPD basis

For the electronic energy, the calculation gives -8168.294 eV. The SMILES is O=C=N[C@H]1C=N1. The highest occupied orbital energy is -9.75 eV. As for the largest force on an atom: 5.2 eV/Å. As for the HOMO-LUMO gap: 10.47 eV. The energy above the lowest of the compared OMol25 structures with the same formula, charge and spin is 32.7 kcal per mole.

Cartesian coordinates (Å):
C1 0.60877 -0.06442 0.28903
H1 0.51354 -1.21101 0.37889
N1 1.46094 0.62176 1.25885
C2 -0.38382 0.60662 -0.50920
O1 2.16498 2.58522 2.32435
C3 1.73904 1.68813 1.77468
N2 0.72943 0.55673 -1.10951
H2 -1.37010 0.87820 -0.44324

Atoms 1-6, force components in eV/Å:
C 0.90 -0.51 0.10
H 0.88 2.13 0.08
N -0.88 -0.02 0.12
C 3.00 -0.63 0.68
O 1.02 2.96 1.63
C -1.36 -4.39 -2.41

---

[2]
Molecular formula: C5H17AlN3O4
Method: DFT, the ωB97M-V functional and the def2-TZVPD basis

For the electronic energy, the calculation gives -24699.032 eV. As for the net charge: +1. The highest occupied orbital energy is -11.17 eV. As for the largest force on an atom: 7.8 eV/Å. As for the HOMO-LUMO gap: 1.41 eV. The energy above the lowest of the compared OMol25 structures with the same formula, charge and spin is 193.8 kcal per mole.

Cartesian coordinates (Å):
H1 -1.44003 -1.02519 2.72234
H2 -0.63904 -1.56312 -0.96245
H3 -0.12910 -1.67355 3.76948
O1 -0.84838 3.57382 -0.54787
H4 -1.01621 -3.61378 -2.35750
H5 -1.29688 -2.70346 1.13491
H6 -2.85626 4.80644 -2.60199
H7 -3.09448 4.09567 0.52488
C1 -0.76440 -3.66396 -1.29817
N1 -3.02174 4.27626 -0.46618
H8 1.68444 -3.42537 -0.95125
H9 1.85052 1.63863 -4.10397
H10 -3.84411 4.70102 -0.87037
N2 1.30618 -2.49034 -0.89884
C2 -1.84948 4.06654 -1.06662
C3 -0.23463 -2.55415 0.94149
H11 0.19874 -3.51914 1.20432
O2 5.90607 1.22390 5.62068
Al1 4.66222 1.38536 0.58988
C4 -0.13945 -2.45264 -0.57869
H12 1.29294 -2.19922 -1.86588
C5 -0.36401 -1.07583 2.88877
O3 0.29238 -1.49646 1.71770
N3 -1.99199 4.40681 -2.26520
H13 -1.72927 -3.86256 -0.83160
H14 6.65867 1.78590 5.88951
H15 -0.20437 -4.59905 -1.29071
H16 -1.20892 4.30804 -2.89540
O4 2.81728 1.71534 -4.22239
H17 0.00331 -0.06591 3.07112

Atoms 1-6, force components in eV/Å:
H -0.16 -0.07 0.17
H 0.49 0.31 0.13
H -0.05 -0.32 -0.06
O -0.10 0.17 0.02
H 0.27 1.04 -0.11
H -0.33 0.28 0.42

---

What is the formula in the second record?
C5H17AlN3O4